An isolated molecule of C3H7O2P at a distorted geometry. Source: the Open Molecules 2025 dataset; level of theory: wB97M-V/def2-TZVPD.

Geometry as XYZ:
```
13
Properties=species:S:1:pos:R:3:forces:R:3
H 0.28097 0.40693 -1.13452 -1.027 0.823 1.988
C -0.16549 0.59530 -0.06655 0.175 -2.323 -1.646
H -0.67383 -1.07647 1.57540 -1.003 0.538 0.184
O 0.76924 0.30391 0.93736 1.038 0.035 0.268
H 2.04981 -0.84624 -1.05544 -2.299 -1.960 -1.568
H -0.81283 2.53723 0.72834 -0.150 -1.003 -0.102
O 1.33778 -1.47425 -1.52453 2.644 2.021 0.938
H -2.11033 1.29425 0.45612 -0.198 -0.161 0.770
C -0.19094 -0.71169 0.68970 1.807 -1.490 -2.013
P 0.52382 -2.33384 -0.39182 -1.703 2.167 0.571
H 1.58408 -2.47472 0.44891 0.899 -0.429 1.163
H -1.43270 2.11174 -0.77762 -0.179 0.816 -2.262
C -1.15959 1.66785 0.11467 -0.003 0.967 1.709
```
Positions in Å, forces in eV/Å.

The value obtained for the gap between HOMO and LUMO is 9.707 eV. Its multiplicity is 1. The value obtained for the HOMO energy is -0.3292 Ha. As for the largest force on an atom: 3.46 eV Å⁻¹. Its SMILES is C[C@H]1O[C@@H]1PO. As for the LUMO energy: 0.75 eV. The value obtained for the energy above the lowest of the compared OMol25 structures with the same formula, charge and spin is 65.4 kcal per mole. Its charge is 0.